No. 1
Molecular formula: C4H13N3
Method: DFT, the ωB97M-V functional and the def2-TZVPD basis

The geometry in XYZ format:
```
20
Properties=species:S:1:pos:R:3:forces:R:3:mulliken_charge:R:1
N 1.1985 -2.8031 0.3481 -0.36 0.57 -0.84 -0.387
C 0.2617 -1.8657 0.4743 -1.08 -0.55 0.76 0.056
C -0.2975 -0.9054 -0.3190 -0.95 1.77 -1.87 -0.253
N -0.6971 -0.9957 -1.7817 0.66 -0.88 -0.46 -0.310
C -0.7811 0.3988 0.2535 0.19 1.12 2.24 -0.913
C 0.0992 1.6583 -0.0618 1.07 -1.72 -0.13 -0.635
N 0.3157 2.6590 1.0676 -1.48 0.12 -0.47 -0.269
H 1.3197 -3.4803 1.0756 0.04 -0.21 0.22 0.269
H 1.9544 -2.6953 -0.3068 -0.06 -0.27 -0.27 0.245
H -0.3492 -1.9412 1.3870 1.09 0.35 0.44 0.348
H -1.7193 -0.9739 -1.8730 -0.07 -0.13 0.47 0.387
H -0.4254 -1.8942 -2.1957 0.07 -0.03 0.07 0.400
H -0.4065 -0.2909 -2.4706 0.57 0.14 0.40 0.352
H -0.5574 0.2540 1.3242 -0.52 -0.03 0.01 0.432
H -1.7996 0.7775 0.1953 -0.56 -0.91 -0.36 0.444
H 1.0601 1.1537 -0.1328 0.47 0.74 -0.69 0.376
H -0.1982 2.1675 -0.9751 0.18 0.24 0.19 0.348
H 1.0382 2.3233 1.7045 0.01 0.28 0.13 0.380
H 0.5316 3.5906 0.6997 0.67 -0.16 -0.10 0.373
H -0.5477 2.8628 1.5867 0.06 -0.45 0.25 0.358
```
Forces are in eV/Å.

Values from the calculation:
Total charge = +2
LUMO level = -6.885 eV
SMILES = N/C=C(\[NH3+])CC[NH3+]


No. 2
Molecular formula: C6H9N3O3
Method: DFT, the ωB97M-V functional and the def2-TZVPD basis

The geometry in XYZ format:
```
21
Properties=species:S:1:pos:R:3:forces:R:3:mulliken_charge:R:1
C 3.3354 0.0156 0.3521 -1.68 -1.59 0.00 -0.518
C 2.3510 -0.9307 0.5222 0.25 -0.37 1.06 0.087
C -1.8019 0.6173 1.1020 -0.25 0.73 0.10 -0.558
C -1.6964 0.9538 -0.3930 -0.92 -1.55 0.35 -0.287
C -1.0847 -0.4092 -1.0592 1.57 3.55 -1.39 0.254
C 0.0586 -0.9053 -0.2734 -2.41 -0.64 2.99 -0.571
N 2.9690 0.9015 -0.5944 -1.21 -0.16 -1.38 -0.535
N 1.8101 0.5982 -1.0810 0.22 -0.35 1.71 -0.201
N 1.3467 -0.5170 -0.3164 1.55 0.61 -0.95 0.662
O -0.5656 0.2461 1.5000 1.62 -1.15 -1.05 -0.593
O -0.7588 1.9670 -0.5180 0.49 -0.91 0.81 -0.559
O -2.1086 -1.2661 -1.3431 0.00 -0.72 -0.57 -0.532
H 4.2577 0.0332 0.8205 1.55 0.25 0.73 0.478
H 2.3066 -1.8370 1.2275 -0.19 1.79 -1.39 0.275
H -2.1677 1.5372 1.5688 0.60 0.76 0.04 0.289
H -2.5712 -0.0159 1.4974 -0.81 -1.38 -0.67 0.421
H -2.7217 1.1034 -0.8326 1.30 0.40 -0.12 0.421
H -0.6182 0.0419 -1.9755 -0.69 -0.64 0.24 0.391
H -0.1002 -1.8871 0.2534 0.36 1.04 -0.59 0.145
H -0.0826 1.5748 0.1269 -0.63 1.33 -0.75 0.527
H -2.1575 -1.8218 -0.5842 -0.72 -1.03 0.83 0.404
```
Forces are in eV/Å.

Values from the calculation:
Total charge = 0
LUMO level (spin up / spin down) = -1.121 / -1.123 eV


No. 3
Molecular formula: C18H28N2O3
Method: DFT, the ωB97M-V functional and the def2-TZVPD basis

The geometry in XYZ format:
```
51
Properties=species:S:1:pos:R:3:forces:R:3:mulliken_charge:R:1
C -1.9117 2.6654 -5.3268 0.33 0.00 0.27 -1.112
C -0.5873 3.1670 -4.7670 -0.10 0.07 -0.61 -0.284
O -0.2823 2.5568 -3.5170 0.05 -0.17 0.36 -0.330
C 0.3023 1.3458 -3.5625 0.03 -0.05 -0.42 0.387
O 0.5744 0.7948 -4.6128 -0.09 0.17 0.08 -0.712
C 0.5516 0.8196 -2.2332 -0.19 0.42 0.60 -0.095
C 0.2496 1.3932 -0.9987 0.12 -0.21 -0.39 1.332
C -0.3872 2.7079 -0.7306 -0.08 0.16 0.10 -1.464
C 0.6486 0.4675 -0.0128 0.15 -0.03 -0.40 0.677
C 0.4995 0.6556 1.4473 0.01 -0.28 -0.20 0.055
O 0.7617 1.6945 2.0236 0.06 0.32 0.07 -0.702
N 0.0350 -0.4444 2.0960 0.00 -0.28 0.18 -0.070
C -0.2750 -0.4334 3.5121 0.05 0.22 0.27 -0.023
C -1.8007 -0.4937 3.7386 -0.02 -0.06 0.17 -1.108
C -2.3876 -1.8153 4.2314 -0.07 0.13 -0.26 -0.685
C -1.9929 -3.0431 3.4101 -0.01 -0.14 0.39 -0.564
C -0.7139 -3.7038 3.9168 0.07 0.03 -0.33 -0.855
C 0.5537 -2.8941 3.6636 -0.13 -0.06 0.35 -0.231
C 0.5545 -1.4866 4.2631 0.07 0.05 -0.27 -1.169
C 1.2053 -0.6245 -0.6685 -0.06 0.12 0.26 0.169
C 1.8613 -1.8348 -0.1053 0.02 0.00 -0.12 -1.768
N 1.1425 -0.4067 -1.9997 -0.14 0.11 0.23 -0.064
C 1.6580 -1.3212 -2.9829 0.24 -0.39 -0.42 -1.037
H -1.8414 1.6027 -5.5455 -0.03 -0.05 -0.05 0.302
H -2.1465 3.1990 -6.2434 -0.06 0.06 -0.11 0.390
H -2.7094 2.8265 -4.6055 -0.10 0.03 0.02 0.290
H 0.2225 2.9586 -5.4746 -0.12 0.13 0.14 0.317
H -0.6312 4.2376 -4.5556 0.05 -0.13 -0.01 0.334
H 0.1491 3.4992 -1.2490 -0.04 0.09 0.03 0.276
H -0.3720 2.9077 0.3371 -0.03 0.06 0.00 0.448
H -1.4154 2.7184 -1.0903 -0.05 0.07 -0.02 0.241
H -0.2962 -1.2228 1.5505 0.02 0.14 -0.12 0.318
H 0.0715 0.5512 3.8483 -0.10 -0.23 -0.07 0.594
H -2.0731 0.2757 4.4636 -0.02 0.07 -0.04 0.294
H -2.2829 -0.2229 2.7957 -0.02 0.06 0.05 0.339
H -2.1049 -1.9806 5.2724 -0.05 -0.03 0.08 0.335
H -3.4749 -1.7064 4.2120 0.01 0.00 0.10 0.440
H -2.7978 -3.7798 3.4728 0.00 0.02 -0.11 0.340
H -1.8864 -2.7712 2.3578 -0.05 -0.03 -0.16 0.238
H -0.8162 -3.8862 4.9894 -0.02 -0.05 0.05 0.299
H -0.5999 -4.6770 3.4316 0.00 -0.05 0.08 0.388
H 0.7357 -2.8341 2.5896 0.10 -0.04 -0.07 0.012
H 1.3936 -3.4435 4.0971 0.04 0.01 -0.11 0.376
H 0.2180 -1.5253 5.2995 0.04 0.01 0.13 0.413
H 1.5880 -1.1312 4.2684 -0.03 0.05 0.07 0.450
H 2.0271 -1.7026 0.9601 0.00 -0.05 0.02 0.386
H 1.2522 -2.7271 -0.2639 0.02 -0.10 0.05 0.335
H 2.8249 -2.0031 -0.5852 0.06 -0.07 0.01 0.494
H 1.2268 -2.3131 -2.8365 0.03 0.02 0.00 0.318
H 1.4018 -0.9558 -3.9740 0.05 -0.11 0.17 0.379
H 2.7451 -1.3947 -2.9014 -0.03 -0.02 -0.01 0.305
```
Forces are in eV/Å.

Values from the calculation:
Total charge = 0
LUMO level = 0.637 eV
SMILES = CCOC(=O)c1c(C)c(C(=O)NC2CCCCCC2)c(C)n1C


No. 4
Molecular formula: C2H3OS3
Method: DFT, the ωB97M-V functional and the def2-TZVPD basis

The geometry in XYZ format:
```
9
Properties=species:S:1:pos:R:3:forces:R:3:mulliken_charge:R:1
O 1.6784 0.3847 0.6860 -3.78 -3.11 0.16 -0.417
C 0.6154 -0.6166 0.7121 3.91 0.12 0.14 0.048
S 0.8765 -2.2280 1.0967 -0.02 1.74 -0.27 -0.332
C -0.7054 -0.0672 0.3229 1.28 1.13 -1.69 -0.154
S -0.8688 1.6206 0.7826 -0.40 0.57 0.10 -0.594
S -0.8198 -0.4315 -1.5985 0.13 0.10 0.82 -0.259
H 0.9801 1.1362 0.6894 0.92 0.82 0.00 0.284
H -1.4024 -0.7093 0.7167 -1.90 -1.41 0.71 0.290
H 0.4160 0.0265 -1.8603 -0.14 0.04 0.03 0.135
```
Forces are in eV/Å.

Values from the calculation:
Total charge = -1
LUMO level = 3.370 eV
SMILES = OC(=S)[C@@H]([S-])S


Per-record ΔE to the lowest compared entry with this formula, charge and spin, eV: 2.545, 5.026, 0.051, 0.320